(1)
This record from OMol25 describes C11H24BrF9N2O13S3V as an isolated structure in a non-equilibrium geometry. The level of theory is wB97M-V/def2-TZVPD.

ORCA input file:
```
! wB97M-V def2-TZVPD RIJCOSX def2/J DEFGRID3
* xyz -2 2
O 0.807 -0.281 1.502
V 0.026 0.329 0.212
O -0.148 -0.743 -0.977
C 4.304 2.981 3.887
C 4.983 1.937 3.043
C 4.419 0.455 3.061
O 5.038 -0.492 2.213
C 4.664 -1.804 2.340
N 5.017 2.337 1.567
H 5.659 3.013 1.179
H 5.274 1.510 1.047
H 4.179 2.631 1.086
H 4.138 2.483 4.842
H 3.310 3.114 3.459
H 4.791 3.940 4.066
H 6.036 1.800 3.288
H 3.370 0.362 2.780
H 4.339 0.062 4.075
H 3.577 -1.779 2.423
H 5.049 -2.206 3.277
H 4.976 -2.456 1.524
C -1.402 -1.900 -5.887
C -1.710 -2.067 -4.350
C -2.487 -3.336 -3.905
O -2.543 -3.297 -2.489
C -3.300 -4.240 -1.751
N -0.418 -1.977 -3.649
H -0.273 -2.718 -2.977
H 0.325 -1.828 -4.317
H -0.474 -1.133 -3.097
H -0.790 -2.643 -6.399
H -0.971 -0.903 -5.986
H -2.279 -1.827 -6.531
H -2.311 -1.248 -3.955
H -1.964 -4.206 -4.302
H -3.481 -3.308 -4.352
H -3.071 -5.257 -2.067
H -4.359 -4.052 -1.933
H -3.192 -4.121 -0.673
C -3.375 1.733 -2.836
F -3.672 0.560 -2.307
F -3.453 1.758 -4.178
F -4.115 2.726 -2.268
S -1.520 2.078 -2.378
O -1.346 1.868 -0.916
O -0.770 1.096 -3.161
O -1.222 3.495 -2.642
C 0.271 1.538 4.587
F -0.247 0.352 4.479
F -0.028 2.139 5.774
F 1.586 1.472 4.452
S -0.366 2.714 3.174
O 0.590 3.846 3.230
O -0.224 2.025 1.880
O -1.728 3.106 3.540
C -4.694 0.133 0.581
F -4.478 1.415 0.294
F -5.824 -0.026 1.193
F -4.992 -0.596 -0.508
S -3.196 -0.483 1.661
O -3.319 0.313 2.900
O -3.354 -1.909 1.826
O -1.934 -0.111 0.930
Br 2.303 1.630 -0.585
*
```

Values from the calculation:
- orbital gap (alpha / beta) (eV) = 2.973 / 4.813


(2)
This record from OMol25 describes a 2-piece molecular cluster, C13H19N overall in a non-equilibrium geometry. The level of theory is wB97M-V/def2-TZVPD.

ORCA input file:
```
! wB97M-V def2-TZVPD RIJCOSX def2/J DEFGRID3
* xyz 0 1
C -3.388 -0.122 1.774
C -2.193 0.291 0.767
C -0.965 0.915 1.443
C -0.282 0.282 2.445
N 0.916 0.930 2.691
C 1.230 1.657 1.515
C 2.279 2.370 1.041
C 2.216 3.123 -0.116
C 0.945 3.145 -0.940
C -0.197 2.619 -0.423
C -0.034 1.923 0.805
H -4.367 -0.006 1.245
H -3.569 0.725 2.433
H -3.171 -1.012 2.320
H -1.995 -0.759 0.332
H -2.583 0.745 -0.158
H -0.636 -0.453 3.129
H 1.713 0.616 3.261
H 3.077 2.346 1.705
H 2.972 3.900 -0.461
H 0.992 3.596 -1.966
H -1.214 2.480 -0.895
C -0.432 -2.540 -2.309
C 0.925 -3.157 -2.302
C 1.783 -2.315 -1.295
H -0.331 -1.408 -2.584
H -1.136 -2.858 -1.607
H -0.797 -3.063 -3.352
H 0.864 -4.387 -2.150
H 1.336 -3.041 -3.323
H 2.433 -1.584 -1.730
H 1.072 -1.989 -0.478
H 2.536 -2.973 -0.814
*
```

Values from the calculation:
- SMILES = CCc1c[nH]c2ccccc12.CCC
- energy above the lowest of the compared OMol25 structures with the same formula, charge and spin (kJ/mol) = 365.0
- orbital gap (eV) = 8.617